{
  "formula": "C54H59AsBrN9O2S3Sc",
  "method": "ωB97M-V/def2-TZVPD",
  "species": ["Sc", "S", "C", "N", "C", "C", "N", "C", "C", "C", "C", "C", "C", "C", "C", "S", "C", "C", "C", "C", "C", "C", "C", "H", "H", "H", "H", "H", "H", "H", "H", "H", "H", "H", "H", "H", "H", "H", "H", "H", "H", "S", "C", "C", "C", "C", "C", "C", "As", "C", "C", "C", "C", "C", "C", "C", "C", "C", "C", "C", "C", "H", "H", "H", "H", "H", "H", "H", "H", "H", "H", "H", "H", "H", "H", "C", "N", "C", "C", "N", "C", "C", "N", "C", "C", "N", "C", "N", "C", "C", "C", "N", "C", "H", "H", "H", "H", "H", "H", "H", "H", "H", "H", "H", "H", "H", "H", "H", "H", "H", "H", "H", "H", "H", "H", "H", "H", "Br", "C", "C", "N", "C", "C", "C", "C", "O", "O", "H", "H", "H"],
  "coordinates": [[-0.719545, -0.751688, 1.384969], [2.536106, 0.015828, -0.363310], [2.230409, 1.333690, -1.308252], [3.067264, 1.803994, -2.242535], [2.774488, 3.075427, -2.876366], [2.253890, 4.015821, -1.807242], [1.055867, 3.432450, -1.220496], [-0.024966, 4.347201, -0.878331], [-0.536387, 5.060651, -2.105644], [-0.534399, 6.447030, -2.172499], [-0.988620, 7.092881, -3.313013], [-1.433640, 6.353003, -4.396192], [-1.440498, 4.966517, -4.334608], [-0.993087, 4.322415, -3.193288], [0.980458, 2.111999, -1.063956], [-0.457327, 1.356803, -0.646163], [4.313854, 1.144003, -2.598293], [5.497737, 1.991967, -2.204904], [6.359738, 2.506558, -3.163695], [7.442533, 3.287725, -2.785559], [7.658796, 3.569193, -1.446572], [6.797995, 3.061707, -0.482690], [5.720943, 2.278077, -0.861008], [2.020372, 2.950786, -3.662392], [3.694095, 3.464098, -3.311897], [1.995579, 4.983715, -2.234962], [3.025854, 4.157459, -1.042155], [0.351072, 5.071831, -0.149170], [-0.818337, 3.757686, -0.420668], [-0.178746, 7.026623, -1.330199], [-0.986496, 8.172893, -3.354239], [-1.778430, 6.857800, -5.287031], [-1.794958, 4.387748, -5.176221], [-0.995104, 3.240895, -3.131624], [4.315641, 0.968301, -3.677335], [4.342271, 0.188887, -2.076192], [6.195307, 2.284172, -4.210679], [8.115583, 3.673811, -3.538492], [8.503470, 4.177625, -1.155729], [6.975450, 3.272142, 0.563279], [5.049563, 1.867006, -0.116996], [-1.701142, -2.966705, 2.206339], [-2.628277, -3.731130, 0.903726], [-3.891626, -4.229617, 1.238012], [-4.713452, -4.778055, 0.275026], [-4.313667, -4.786442, -1.051188], [-3.031892, -4.389649, -1.376275], [-2.136751, -3.913335, -0.415792], [-0.183710, -4.180196, -0.611072], [-0.518258, -5.819175, -1.704318], [-0.526182, -5.862979, -3.094182], [-0.878564, -7.028053, -3.759739], [-1.223394, -8.166160, -3.049356], [-1.228359, -8.133053, -1.662886], [-0.873716, -6.968912, -1.001585], [0.338562, -3.120011, -2.165013], [-0.482779, -2.178209, -2.764620], [-0.086196, -1.521376, -3.922179], [1.131076, -1.828150, -4.505256], [1.961595, -2.772304, -3.914158], [1.579561, -3.396462, -2.741286], [-4.185819, -4.206675, 2.278764], [-5.669607, -5.202277, 0.554799], [-4.973731, -5.167817, -1.819480], [-2.697637, -4.501827, -2.400940], [-0.264746, -4.986792, -3.673800], [-0.883995, -7.049781, -4.841646], [-1.490169, -9.072140, -3.575441], [-1.507315, -9.014793, -1.102165], [-0.880730, -6.941973, 0.084534], [-1.457272, -1.976284, -2.332409], [-0.737516, -0.786447, -4.379015], [1.430062, -1.343188, -5.426114], [2.904733, -3.034179, -4.374987], [2.230065, -4.129249, -2.274554], [2.108701, 1.953758, 2.388325], [1.256813, 2.195831, 3.519677], [1.672760, 3.210016, 4.472928], [0.434560, 3.371476, 5.343793], [-0.630595, 2.816368, 4.516043], [-1.888314, 2.534291, 5.182595], [-0.113075, 2.154885, 3.430758], [-0.723821, 1.632814, 2.409640], [-2.130758, 1.950249, 2.213196], [-3.032756, 0.740308, 2.437270], [-2.927416, -0.158809, 1.277639], [-4.046601, -0.785923, 0.983747], [-4.387997, -1.134993, -0.280146], [-3.799750, -0.553777, -1.460761], [-5.789089, -1.517837, -0.348344], [-6.178182, -1.683623, 1.119614], [-5.059550, -1.084680, 1.839429], [-4.855440, -1.464599, 3.228276], [2.195292, 2.840670, 1.743217], [1.692098, 1.136471, 1.806160], [3.101438, 1.668266, 2.739570], [1.921614, 4.143775, 3.950844], [2.550630, 2.881915, 5.030865], [0.213207, 4.412547, 5.583762], [0.529054, 2.815119, 6.282183], [-1.745797, 2.617006, 6.260253], [-2.235436, 1.525792, 4.961955], [-2.663984, 3.251116, 4.902104], [-2.243292, 2.264658, 1.170122], [-2.463331, 2.775160, 2.845411], [-4.065456, 1.091075, 2.528238], [-2.738403, 0.249602, 3.374871], [-2.794702, -0.211394, -1.227035], [-3.771680, -1.305216, -2.249819], [-4.392802, 0.298356, -1.814944], [-5.907770, -2.438233, -0.917958], [-6.365893, -0.723672, -0.836326], [-6.284432, -2.737302, 1.390460], [-7.107843, -1.167175, 1.365709], [-5.507107, -2.305291, 3.463244], [-5.094475, -0.644258, 3.907778], [-3.825410, -1.786153, 3.383588], [4.331051, 0.017061, 6.728179], [3.865668, -1.103255, 5.273330], [4.725746, -2.110620, 4.852072], [4.453946, -2.874495, 3.805226], [3.335726, -2.666895, 3.127710], [2.410347, -1.692337, 3.488757], [2.680429, -0.895654, 4.597096], [1.178312, -1.412048, 2.719672], [1.084681, -1.710161, 1.492206], [0.223320, -0.795169, 3.271735], [5.659765, -2.303318, 5.364844], [3.166313, -3.297140, 2.263836], [1.976797, -0.127833, 4.888010]],
  "forces_ev_per_a": [[-1.03, 0.82, 0.43], [-0.11, -0.03, -0.23], [0.96, -0.59, 0.07], [-0.54, 0.01, 0.13], [-0.24, 0.27, -0.01], [0.45, 0.05, -0.20], [0.14, -0.52, 0.11], [-0.29, 0.20, -0.03], [0.04, 0.05, 0.02], [-0.03, -0.06, 0.03], [0.01, 0.01, -0.02], [-0.04, 0.08, -0.01], [0.03, -0.06, 0.00], [0.01, 0.01, 0.05], [-0.73, 0.31, 0.04], [-0.12, -0.29, -0.26], [0.28, -0.05, -0.03], [0.01, 0.01, -0.06], [0.00, -0.07, 0.04], [0.02, 0.04, 0.00], [0.07, 0.01, -0.05], [-0.03, 0.02, 0.01], [0.00, 0.00, 0.01], [0.10, 0.04, -0.03], [-0.05, 0.02, 0.01], [-0.04, -0.04, 0.01], [-0.07, 0.05, 0.00], [0.03, -0.06, -0.04], [0.11, 0.09, 0.08], [0.02, 0.02, 0.05], [0.00, 0.04, -0.02], [-0.03, 0.01, -0.05], [-0.01, -0.01, -0.03], [-0.03, -0.07, -0.04], [-0.03, -0.02, 0.03], [-0.07, 0.01, -0.13], [-0.02, -0.02, -0.05], [0.02, 0.02, -0.01], [0.03, 0.02, 0.03], [-0.01, 0.00, 0.03], [-0.02, -0.03, 0.06], [0.41, 0.06, -0.20], [0.31, 0.09, -0.29], [0.12, 0.05, -0.04], [-0.17, 0.00, 0.14], [-0.10, -0.04, -0.20], [0.18, 0.22, -0.19], [-0.23, 0.10, 0.76], [-0.17, -0.60, -0.54], [0.14, -0.01, 0.22], [0.09, 0.13, 0.02], [0.02, -0.09, -0.06], [-0.05, 0.01, -0.01], [0.02, -0.03, -0.02], [0.10, 0.15, 0.23], [-0.08, 0.23, 0.04], [-0.15, 0.05, 0.14], [-0.01, 0.08, -0.03], [0.03, 0.06, -0.08], [0.12, 0.00, 0.00], [-0.08, -0.01, 0.25], [-0.09, 0.03, 0.03], [-0.05, 0.02, 0.02], [0.02, -0.04, -0.02], [0.03, -0.05, 0.01], [-0.02, -0.02, -0.01], [0.02, 0.03, -0.03], [-0.02, -0.04, -0.01], [0.01, -0.01, 0.05], [-0.02, -0.06, -0.03], [0.00, 0.02, -0.05], [-0.02, 0.00, 0.00], [0.00, -0.01, 0.00], [0.05, 0.04, -0.01], [0.02, 0.00, -0.07], [-0.25, -0.14, -0.03], [0.04, -0.09, 0.31], [-0.01, 0.00, 0.00], [0.02, 0.08, 0.06], [0.11, 0.14, 0.02], [-0.22, 0.01, -0.16], [0.15, 0.05, -0.24], [-0.28, -0.47, 0.05], [-0.09, 0.06, 0.19], [0.03, 0.25, -0.05], [0.42, 0.12, 0.04], [-0.13, 0.02, -0.33], [-0.05, -0.01, 0.12], [0.07, 0.03, 0.05], [-0.07, -0.13, 0.01], [-0.24, 0.04, -0.03], [0.09, -0.07, -0.23], [0.16, 0.18, 0.21], [0.01, -0.03, -0.02], [0.16, 0.14, -0.06], [-0.01, 0.00, -0.04], [0.00, -0.04, 0.00], [-0.02, 0.05, 0.02], [0.12, -0.02, 0.06], [-0.06, -0.05, -0.05], [0.08, -0.07, -0.03], [0.01, 0.03, 0.02], [-0.01, -0.07, 0.05], [-0.12, 0.01, 0.10], [0.02, 0.02, -0.09], [0.02, -0.08, 0.14], [-0.12, 0.01, -0.01], [0.01, -0.02, -0.13], [0.11, 0.01, -0.01], [0.03, 0.00, 0.04], [-0.05, 0.00, -0.02], [0.05, -0.01, 0.02], [0.08, 0.07, 0.01], [0.01, -0.07, -0.04], [-0.02, 0.02, -0.05], [-0.03, -0.04, 0.01], [-0.03, 0.02, -0.01], [-0.02, -0.11, -0.07], [-0.03, 0.14, 0.03], [-0.10, 0.14, 0.08], [0.20, -0.24, -0.10], [-0.24, 0.12, -0.19], [0.15, 0.12, 0.18], [0.02, -0.10, -0.02], [0.62, -0.28, 0.19], [0.64, -0.42, -0.12], [-0.36, -0.09, 0.07], [0.00, 0.05, 0.06], [-0.08, -0.01, -0.04], [0.01, 0.03, 0.03]],
  "lowdin_charge": [0.8443, 0.8149, -0.6954, -0.1031, -0.0899, -0.0843, -0.0934, -0.1163, -0.2268, -0.0439, -0.0705, -0.0771, -0.0679, -0.0366, -0.6539, 0.7495, -0.1193, -0.2235, -0.0463, -0.0724, -0.0800, -0.0714, -0.0376, 0.1429, 0.1337, 0.1357, 0.1424, 0.1375, 0.0761, 0.1136, 0.1082, 0.1071, 0.1073, 0.1040, 0.1359, 0.0797, 0.1142, 0.1075, 0.1060, 0.1057, 0.0994, 0.6442, -0.6731, -0.1433, -0.0973, -0.0903, -0.1186, -0.4053, 1.3598, -0.3858, -0.1161, -0.0818, -0.0882, -0.0832, -0.1242, -0.4341, -0.1201, -0.0856, -0.0920, -0.0842, -0.1344, 0.0970, 0.1109, 0.1082, 0.1041, 0.0932, 0.1037, 0.1025, 0.1036, 0.1013, 0.0688, 0.1023, 0.1010, 0.1056, 0.1086, -0.0567, -0.0998, -0.1137, -0.1138, -0.0774, -0.0273, -0.3425, 0.0149, -0.2438, -0.2303, -0.0424, -0.3780, -0.0720, -0.0261, -0.0975, -0.1001, -0.0626, -0.0430, 0.0967, 0.0051, 0.1019, 0.1268, 0.1191, 0.1275, 0.1256, 0.0942, 0.0859, 0.0919, 0.0744, 0.1013, 0.1307, 0.0976, 0.0334, 0.0926, 0.1005, 0.1135, 0.1271, 0.1068, 0.1277, 0.0946, 0.0897, 0.0413, 0.7484, -0.6506, -0.1634, 0.0893, -0.0510, -0.0923, -0.0490, -0.6068, -0.2003, -0.0835, 0.1106, 0.1314, 0.1096],
  "homo_lumo_gap_ev": 6.447,
  "e_homo_ev": -9.413,
  "total_charge": 1,
  "total_energy_ev": -258548.3279
}